# 1
The following is a DFT calculation (ωB97M-V with the def2-TZVPD basis set) of a cluster of 7 separate species, C23H46NO19S2 in total at a distorted geometry.

XYZ file:
```
91
Properties=species:S:1:pos:R:3:lowdin_charge:R:1
C 39.33 28.17 28.07 -0.0041
N 39.25 27.24 29.22 -0.3661
C 40.33 27.44 30.24 0.0233
C 37.98 27.44 29.86 -0.0468
C 39.32 25.91 28.52 -0.0704
C 39.55 24.60 29.47 -0.2429
O 39.58 23.52 28.63 -0.0763
H 39.51 29.26 28.26 0.1351
H 38.87 27.75 27.28 0.0658
H 40.35 28.09 27.74 0.0990
H 40.48 26.71 31.06 0.0917
H 40.33 28.62 30.52 0.1780
H 41.24 27.21 29.85 0.0649
H 37.83 28.64 30.20 0.1584
H 37.86 26.95 30.75 0.0649
H 37.07 27.07 29.28 0.1386
H 40.32 25.82 27.84 0.1930
H 38.39 25.58 27.93 0.1341
H 38.74 24.41 30.13 0.1063
H 40.52 24.70 29.94 0.1076
H 40.58 23.22 28.47 0.1852
O 41.92 25.57 32.71 -0.3176
S 41.25 24.70 33.67 0.6426
O 41.04 23.32 33.39 -0.2594
O 42.41 24.71 34.90 -0.2735
C 43.57 24.08 34.60 -0.3231
C 44.49 24.31 35.88 -0.0333
C 39.99 25.53 34.43 -0.1405
H 44.06 24.53 33.67 0.1365
H 43.38 22.90 34.55 0.1529
H 44.13 24.20 36.94 0.1070
H 44.77 25.18 35.66 -0.0284
H 45.42 23.76 35.66 0.0868
H 39.22 25.80 33.86 0.0043
H 40.34 26.54 34.66 0.1023
H 39.29 24.88 35.19 0.1734
O 39.18 19.24 27.38 -0.2914
S 38.39 18.45 28.29 0.5380
O 39.05 17.66 29.16 -0.2160
O 37.55 19.60 29.14 -0.2194
C 37.43 20.90 28.65 -0.3375
C 36.92 21.90 29.61 -0.0603
C 37.20 17.49 27.43 -0.1307
H 36.77 21.05 27.63 0.1775
H 38.24 21.30 28.21 0.0408
H 37.41 22.02 30.40 -0.0098
H 35.72 21.66 29.80 0.1539
H 36.77 22.75 29.01 0.0544
H 37.15 18.08 26.47 0.0824
H 36.18 17.45 27.98 0.1124
H 37.80 16.55 27.26 0.0905
C 33.09 31.47 29.12 -0.1310
C 33.12 31.32 30.56 -0.1175
O 33.99 30.25 30.83 0.0720
C 34.66 29.79 29.81 -0.5856
O 35.44 28.99 29.67 0.2276
O 34.18 30.64 28.78 0.0323
H 33.19 32.53 28.87 0.1438
H 32.26 31.13 28.57 0.1228
H 32.16 31.22 31.01 0.1426
H 33.58 32.14 31.00 0.1159
C 37.57 26.53 23.46 -0.1151
C 36.13 26.96 23.42 -0.0040
O 35.78 26.11 24.60 0.1735
C 36.77 25.73 25.20 -0.8170
O 36.69 25.11 26.28 0.0774
O 37.81 25.82 24.61 0.1642
H 38.30 27.21 23.24 0.1018
H 37.65 25.63 22.59 0.2087
H 35.58 26.64 22.63 0.1001
H 36.06 28.05 23.37 0.1412
C 37.85 31.88 29.97 -0.1275
C 37.65 33.21 30.81 -0.0120
O 37.90 32.65 32.09 0.1294
C 38.35 31.47 32.01 -0.6180
O 38.83 30.90 33.03 0.0888
O 38.37 30.97 30.81 0.0691
H 38.38 31.98 28.97 0.1559
H 36.96 31.45 29.59 0.0950
H 36.61 33.47 30.61 0.1281
H 38.16 34.06 30.81 0.0897
C 34.26 28.21 33.28 -0.1721
C 35.52 29.17 33.14 -0.1269
O 36.27 28.77 34.26 0.0446
C 35.42 27.93 35.03 -0.5238
O 35.80 27.34 36.04 0.1366
O 34.29 27.72 34.50 0.1277
H 34.36 27.42 32.57 0.1239
H 33.27 28.69 33.07 0.1465
H 35.17 30.24 33.10 0.1397
H 36.06 28.85 32.25 0.0981
```

The calculation puts the total energy at -3183.954899 Eh. As for the charge: +1. As for the HOMO-LUMO gap: 9.558 eV. The calculation puts the LUMO energy at -2.3 eV. The value obtained for the HOMO energy is -11.9 eV.

# 2
The following is a DFT calculation (ωB97M-V with the def2-TZVPD basis set) of the molecule C5H6N2O at a distorted geometry.

XYZ file:
```
14
Properties=species:S:1:pos:R:3:nbo_charge:R:1
C 0.50 0.65 0.10 0.1492
C 0.36 -0.78 0.35 -0.2032
N -1.34 0.94 -1.50 -0.8054
C -0.28 1.35 -0.74 -0.0299
C 0.01 -1.24 1.56 -0.2771
O 1.49 1.30 0.82 -0.6754
C 0.62 -1.69 -0.73 0.2571
N 0.83 -2.46 -1.57 -0.2880
H 1.99 0.64 1.33 0.4801
H -2.02 1.68 -1.69 0.3847
H -1.78 0.08 -1.20 0.3761
H -0.07 2.42 -0.85 0.2036
H -0.20 -0.57 2.38 0.2141
H -0.09 -2.31 1.75 0.2141
```

The calculation puts the total energy at -378.815058 Eh. As for the HOMO-LUMO gap: 7.893 eV. The calculation puts the LUMO energy at 0.0 eV. The value obtained for the HOMO energy is -7.9 eV. The energy relative to the best compared isomer or geometry (same formula, charge and spin) is 35.1 kcal per mole. As for the SMILES: C=C(C#N)/C(O)=C\N.

# 3
The following is a DFT calculation (ωB97M-V with the def2-TZVPD basis set) of the ion C5H12NO with charge +1 at a distorted geometry.

XYZ file:
```
19
Properties=species:S:1:pos:R:3:lowdin_spin:R:1
C -0.73 2.07 -0.10 0.0305
C -1.13 -1.70 0.15 0.0457
C 2.88 -0.72 0.05 0.0589
C -1.59 0.84 0.20 0.0204
C -0.95 -0.36 -0.48 0.1393
N 0.69 -0.13 0.26 1.1318
O 1.57 -0.47 -0.49 0.5017
H -0.72 2.30 -1.24 0.0002
H 0.27 2.03 0.46 0.0089
H -1.01 2.96 0.44 0.0017
H -2.06 -1.54 0.79 0.0084
H -1.18 -2.48 -0.64 0.0045
H -0.14 -1.83 0.78 0.0151
H 3.60 -0.08 -0.40 0.0050
H 2.66 -0.44 1.12 0.0070
H 2.99 -1.82 -0.29 0.0066
H -2.49 1.01 -0.24 0.0103
H -1.74 0.64 1.24 0.0010
H -0.92 -0.28 -1.61 0.0029
```

Its spin multiplicity is 3. The calculation puts the total energy at -327.182162 Eh. As for the charge: +1. As for the HOMO-LUMO gap (spin up / spin down): 10.439 / 8.106 eV. The calculation puts the LUMO energy (spin up / spin down) at -3.3 / -7.7 eV. The value obtained for the HOMO energy (spin up / spin down) is -13.7 / -15.8 eV. The energy relative to the best compared isomer or geometry (same formula, charge and spin) is 71.6 kcal per mole.

# 4
The following is a DFT calculation (ωB97M-V with the def2-TZVPD basis set) of a cluster of 4 separate species, C2H11NO2 in total at a distorted geometry.

XYZ file:
```
16
Properties=species:S:1:pos:R:3:nbo_charge:R:1
C 1.32 1.34 0.55 -0.7328
C 1.18 0.20 -0.51 -0.2332
N 0.16 0.69 -1.43 -0.8504
H 0.30 1.52 0.84 0.2702
H 2.13 1.10 1.25 0.2287
H 1.73 2.23 0.05 0.2638
H 2.04 0.10 -1.19 0.2044
H 0.96 -0.78 -0.05 0.1878
H -0.69 0.58 -0.87 0.3872
H 0.07 0.17 -2.28 0.3585
H -0.91 -1.24 0.62 0.4846
H -2.33 0.32 1.00 0.4924
O -1.38 0.23 0.83 -1.0478
H -1.70 -2.44 -0.03 0.4634
H 0.22 -0.05 1.55 0.5313
O -0.83 -2.18 0.27 -1.0079
```

The calculation puts the total energy at -287.814011 Eh. As for the HOMO-LUMO gap: 6.623 eV. The calculation puts the LUMO energy at -2.5 eV. The value obtained for the HOMO energy is -9.2 eV. The energy relative to the best compared isomer or geometry (same formula, charge and spin) is 140.9 kcal per mole.